Record 1
# C17H16Cl3F2N2O2OsPS2

A structure of composition C17H16Cl3F2N2O2OsPS2 in a non-equilibrium geometry (the ωB97M-V functional and the def2-TZVPD basis, the Open Molecules 2025 dataset).

The geometry in XYZ format:
```
46
C17H16Cl3F2N2O2OsPS2 | the Open Molecules 2025 dataset | the ωB97M-V functional and the def2-TZVPD basis
Os -0.668 -0.100 0.641
F 2.707 -4.342 0.203
C 1.562 -3.851 0.687
C 1.198 -2.559 0.353
C 0.020 -2.022 0.854
C -0.798 -2.834 1.682
C -0.377 -4.131 1.983
F -1.125 -4.923 2.769
C 0.798 -4.663 1.503
C -2.041 -2.233 2.155
C -3.001 -2.839 2.969
C -4.123 -2.135 3.350
C -4.311 -0.831 2.908
C -3.342 -0.282 2.102
N -2.232 -0.952 1.737
H 1.860 -1.999 -0.290
H 1.098 -5.669 1.752
H -2.855 -3.851 3.305
H -4.854 -2.603 3.995
H -5.181 -0.253 3.184
H -3.435 0.725 1.723
C 4.623 0.323 -3.119
C 3.303 -0.401 -3.028
O 2.767 -0.281 -1.671
P 1.589 0.681 -1.281
S 1.500 0.830 0.708
S -0.260 -0.012 -1.652
O 1.972 1.976 -2.094
C 1.127 3.142 -2.242
C 1.306 4.103 -1.092
H 5.069 0.137 -4.094
H 5.307 -0.037 -2.353
H 4.490 1.396 -2.996
H 3.413 -1.472 -3.187
H 2.573 -0.012 -3.738
H 0.089 2.810 -2.343
H 1.447 3.585 -3.184
H 1.037 3.641 -0.142
H 0.658 4.963 -1.255
H 2.335 4.452 -1.026
Cl -4.416 4.193 0.519
C -2.729 4.138 0.039
Cl -1.809 5.569 0.404
Cl -2.698 3.831 -1.732
C -2.057 2.900 0.446
N -1.534 1.892 0.548
```

The value obtained for the strongest force on any atom is 0.0243 hartree/bohr. The calculation puts the LUMO energy (alpha / beta) at -0.157 / -0.166 Eh. The spin multiplicity is 2. The energy above the lowest of the compared OMol25 structures with the same formula, charge and spin comes out at 0.246 eV. Its charge is +1. Its total energy is -101388.3315 eV. As for the HOMO energy (alpha / beta): -0.4160 / -0.4137 Eh.



Record 2
# C10H30CuN2O11S5

A structure of composition C10H30CuN2O11S5 in a non-equilibrium geometry (the ωB97M-V functional and the def2-TZVPD basis, the Open Molecules 2025 dataset).

The geometry in XYZ format:
```
59
C10H30CuN2O11S5 | the Open Molecules 2025 dataset | the ωB97M-V functional and the def2-TZVPD basis
Cu -1.246 -4.404 -1.294
N -3.516 -3.154 0.882
O -2.604 -3.277 0.045
O -4.655 -2.926 0.399
O -3.365 -3.382 2.062
N 0.832 -1.858 -0.515
O 0.201 -2.922 -0.652
O 0.464 -0.837 -1.003
O 1.781 -1.870 0.268
C -1.005 -0.554 2.363
S -0.524 0.649 3.705
O -0.172 1.926 2.970
C -2.089 0.952 4.651
H -0.293 -1.377 2.303
H -1.228 0.139 1.552
H -1.937 -1.068 2.597
H -1.804 1.701 5.390
H -2.467 0.054 5.140
H -2.844 1.458 4.050
C 1.058 2.520 -1.017
S 1.528 3.989 0.044
O 3.010 4.341 -0.067
C 0.932 5.393 -1.031
H 1.619 2.580 -1.950
H -0.016 2.533 -1.200
H 1.156 1.573 -0.487
H -0.030 5.358 -1.543
H 1.685 5.260 -1.809
H 1.067 6.343 -0.514
C 2.629 -2.638 -3.287
S 2.348 -3.117 -5.071
O 2.710 -4.620 -5.105
C 0.499 -3.020 -5.073
H 2.021 -1.754 -3.093
H 3.608 -2.250 -3.006
H 2.397 -3.490 -2.649
H 0.093 -2.011 -5.145
H 0.011 -3.419 -4.184
H 0.199 -3.620 -5.933
C 2.618 0.733 2.621
S 4.027 1.675 1.965
O 5.307 1.205 2.643
C 3.912 0.519 0.463
H 1.695 1.034 2.127
H 2.492 0.952 3.681
H 2.723 -0.347 2.520
H 4.022 -0.548 0.658
H 4.703 0.750 -0.250
H 3.011 0.652 -0.136
C -4.397 0.736 1.266
S -4.429 0.602 -0.567
O -5.154 -0.673 -0.904
C -2.566 0.336 -0.888
H -4.255 -0.203 1.802
H -5.334 1.129 1.660
H -3.682 1.478 1.619
H -2.170 -0.537 -0.369
H -1.954 1.229 -0.759
H -2.621 0.076 -1.945
```

The value obtained for the strongest force on any atom is 0.0948 hartree/bohr. The calculation puts the LUMO energy (alpha / beta) at 0.076 / -0.052 Eh. The spin multiplicity is 3. The energy above the lowest of the compared OMol25 structures with the same formula, charge and spin comes out at 0.007 eV. Its charge is -1. Its total energy is -135160.7322 eV. As for the HOMO energy (alpha / beta): -0.2199 / -0.2344 Eh.



Record 3
# C2H11N5P

A structure of composition C2H11N5P in a non-equilibrium geometry (the ωB97M-V functional and the def2-TZVPD basis, the Open Molecules 2025 dataset).

The geometry in XYZ format:
```
19
C2H11N5P | the Open Molecules 2025 dataset | the ωB97M-V functional and the def2-TZVPD basis
C -2.312 1.097 -0.392
C 1.299 -0.898 0.601
N 2.720 0.231 -0.645
N 2.115 -0.855 -0.550
N -2.042 -1.399 0.523
N 0.397 0.156 0.432
N 1.125 1.312 0.067
P -1.451 -0.497 -0.651
H -2.441 1.380 0.708
H -3.354 1.216 -0.761
H -1.786 1.975 -0.791
H 0.851 -1.941 0.556
H 1.834 -0.975 1.532
H 3.018 0.516 -1.647
H -1.849 -2.365 0.391
H -2.058 -1.195 1.499
H 0.425 1.917 -0.380
H 1.591 1.897 0.838
H 1.919 -1.570 -1.329
```

The value obtained for the strongest force on any atom is 0.0762 hartree/bohr. The calculation puts the LUMO energy (alpha / beta) at -0.132 / -0.132 Eh. The energy above the lowest of the compared OMol25 structures with the same formula, charge and spin comes out at 1.661 eV. Its charge is +1. Its total energy is -18981.2275 eV. As for the HOMO energy (alpha / beta): -0.4540 / -0.4541 Eh.